DFT (ωB97M-V/def2-TZVPD) results for a cluster of 2 separate species, C21H25NO3 in total.

## Properties
**HOMO energy**: -5.37 eV
**Kohn-Sham gap**: 3.101 eV
**Lowest unoccupied orbital energy**: -2.267 eV
**Molar mass**: 339.43 g/mol
**ΔE to the lowest compared entry with this formula, charge and spin**: 5.839 eV

Geometry as ORCA input:
```
! RIJCOSX wB97M-V def2-TZVPD def2/J DEFGRID3
* xyz 0 1
C 3.87524 0.28030 2.93593
O 2.58085 0.64590 2.50733
C 1.69190 -0.36667 2.64105
C 0.30529 -0.21752 2.52271
C -0.56273 -1.32588 2.65322
C -1.91797 -1.16682 2.53272
C -2.47539 0.08771 2.29582
C -3.94712 0.23463 2.15108
C -1.62994 1.18782 2.15423
C -0.26955 1.04452 2.26042
H 4.52634 1.15107 2.85981
H 3.84072 -0.04957 3.97608
H 4.28006 -0.51107 2.30420
H 2.08696 -1.34939 2.84192
H -0.15066 -2.30130 2.83822
H -2.57192 -2.01907 2.60639
H -4.23329 1.28447 2.06561
H -4.29090 -0.28524 1.25539
H -4.46311 -0.18927 3.01454
H -2.05843 2.15112 1.93525
H 0.37566 1.89358 2.13553
C 3.04172 4.00010 6.54968
C 2.14396 2.83407 6.90712
O 2.75708 1.59220 6.63379
C 1.80382 0.62460 6.45880
C 2.29012 -0.74635 6.45444
C 1.30491 -1.83891 6.31945
N 3.54609 -0.94120 6.79966
C 4.10611 -2.07330 7.19584
C 5.42832 -2.05975 7.69466
C 6.01183 -3.14766 8.36895
C 7.28364 -3.04155 8.87848
C 8.00667 -1.86826 8.73427
C 7.44422 -0.78954 8.07761
C 6.17502 -0.87910 7.56716
O 0.60247 0.85390 6.35908
H 2.74103 4.92116 7.05512
H 4.07638 3.78366 6.81674
H 3.02437 4.18457 5.47565
H 1.89742 2.82170 7.98324
H 1.18326 2.87126 6.36091
H 0.43903 -1.50216 5.74367
H 1.74286 -2.68759 5.79836
H 0.94755 -2.17996 7.29347
H 3.50015 -2.95807 7.26569
H 5.44376 -4.05117 8.50828
H 7.72245 -3.86910 9.40863
H 8.99502 -1.78268 9.15720
H 8.00015 0.12593 7.96434
H 5.72201 -0.04529 7.05733
*
```

---

DFT (ωB97M-V/def2-TZVPD) results for an isolated molecule of C21H25NO5.

## Properties
**HOMO energy**: -8.00 eV
**Kohn-Sham gap**: 8.659 eV
**Lowest unoccupied orbital energy**: 0.655 eV
**Molar mass**: 371.43 g/mol
**ΔE to the lowest compared entry with this formula, charge and spin**: 0.535 eV

Geometry as ORCA input:
```
! RIJCOSX wB97M-V def2-TZVPD def2/J DEFGRID3
* xyz 0 1
C 3.91288 4.94254 -2.44887
C 2.43375 4.81546 -2.13669
O 2.08206 3.43421 -2.18960
C 0.77687 3.15324 -2.09047
O -0.08776 3.99782 -1.95945
C 0.48980 1.73287 -2.16100
N -0.82744 1.32829 -2.08113
C -0.89815 -0.00409 -2.16730
C 0.39615 -0.49931 -2.31019
C 1.28536 0.60721 -2.30440
C 2.76315 0.55438 -2.41965
C 0.66972 -1.92298 -2.41081
O 1.76800 -2.40857 -2.58951
C -0.57309 -2.80116 -2.32449
C -1.76103 -2.21620 -1.55754
C -1.54399 -2.10817 -0.06568
C -2.65151 -2.05350 0.76894
C -2.50228 -1.92241 2.13620
C -1.24820 -1.83983 2.72990
O -1.05193 -1.75251 4.08720
C -2.14326 -1.50381 4.94657
C -2.65120 -0.06698 4.86403
C -0.11744 -1.88802 1.89400
O 1.19163 -1.83252 2.26634
C 1.57588 -1.54124 3.59006
C -0.29322 -2.02471 0.51857
C -2.12651 -0.83090 -2.12866
H 4.49623 4.37709 -1.72743
H 4.12031 4.55436 -3.44237
H 4.20754 5.98701 -2.40609
H 2.20363 5.20167 -1.13668
H 1.82192 5.36659 -2.86018
H -1.58470 1.98576 -1.96992
H 3.22350 0.96356 -1.52173
H 3.08411 -0.47399 -2.55482
H 3.09851 1.15786 -3.26121
H -0.88043 -2.98554 -3.35949
H -0.28142 -3.76221 -1.89750
H -2.61982 -2.88000 -1.71362
H -3.64710 -2.12148 0.35465
H -3.39080 -1.89893 2.74651
H -1.73948 -1.69602 5.94501
H -2.95623 -2.21795 4.76572
H -3.45671 0.07782 5.57869
H -1.84464 0.62395 5.09697
H -3.01847 0.15873 3.86583
H 2.66484 -1.49694 3.56328
H 1.18255 -0.57771 3.92252
H 1.25991 -2.31973 4.28710
H 0.60866 -2.06822 -0.06903
H -2.52257 -0.94944 -3.14350
H -2.89759 -0.35534 -1.51904
*
```

---

DFT (ωB97M-V/def2-TZVPD) results for a cluster of 3 separate species, C21H25NO7 in total.

## Properties
**HOMO energy**: -8.85 eV
**Kohn-Sham gap**: 7.247 eV
**Lowest unoccupied orbital energy**: -1.602 eV
**Molar mass**: 403.43 g/mol
**ΔE to the lowest compared entry with this formula, charge and spin**: 26.179 eV

Geometry as ORCA input:
```
! RIJCOSX wB97M-V def2-TZVPD def2/J DEFGRID3
* xyz 0 1
O -3.42396 2.31648 0.92361
N -2.81186 1.55250 0.15510
O -1.59879 2.14333 -0.04833
C -0.58848 1.07224 0.01442
C -0.47326 0.14793 -1.33470
C -1.10270 0.79012 -2.74344
C -1.06699 -0.09737 -4.12159
C -0.40963 -1.61668 -4.09583
C 0.24779 -2.21138 -2.70695
C 0.22919 -1.33256 -1.28510
C 0.88434 -2.06447 0.02741
C 1.84528 -1.10962 0.95067
O 2.55663 -1.97500 1.94423
C -0.44388 -2.49589 -5.51081
O 0.55471 -3.30305 -5.91405
C -1.86125 -2.33816 -6.38456
C -2.60538 -3.59801 -7.14747
C -4.00247 -3.28980 -7.98516
C -4.66414 -1.76047 -8.12524
C -3.85174 -0.54896 -7.31756
C -2.48955 -0.78931 -6.43753
C -1.68746 0.40652 -5.59014
O -1.56984 1.67718 -6.03079
H 0.49139 1.52268 0.23591
H -0.78984 0.32069 0.91963
H -1.60268 1.85775 -2.80446
H 0.70276 -3.31140 -2.77516
H 1.58747 -2.93215 -0.39438
H 0.02865 -2.62158 0.61844
H 1.18310 -0.37344 1.61653
H 2.60444 -0.46127 0.30196
H 1.89877 -2.63305 2.35735
H -2.13954 -4.68788 -7.05737
H -4.50754 -4.24705 -8.48889
H -5.65236 -1.55538 -8.76216
H -4.34739 0.52880 -7.42278
C 3.45855 1.25256 4.92596
C 3.09412 0.93689 3.49008
O 1.70259 1.13495 3.28801
H 2.89427 0.61585 5.61501
H 4.52753 1.10056 5.09947
H 3.20554 2.28929 5.17086
H 3.32824 -0.10581 3.25611
H 3.64471 1.57848 2.79524
H 1.50660 2.06580 3.49027
C 0.79103 2.48452 8.77704
C 1.92910 3.06819 7.96566
O 1.50876 3.28547 6.62682
H 0.45337 1.53866 8.34125
H 1.10015 2.30686 9.81087
H -0.07048 3.16024 8.77781
H 2.77962 2.38034 7.94927
H 2.26380 4.02081 8.38766
H 0.75872 3.90404 6.65181
*
```

---

DFT (ωB97M-V/def2-TZVPD) results for a structure of composition C21H26AsF6GdN5O2S.

## Properties
**HOMO energy (alpha / beta)**: -14.97 / -14.97 eV
**Kohn-Sham gap (alpha / beta)**: 7.919 / 5.446 eV
**Lowest unoccupied orbital energy (alpha / beta)**: -7.050 / -9.522 eV
**Molar mass**: 758.70 g/mol
**ΔE to the lowest compared entry with this formula, charge and spin**: 1.114 eV

Geometry as ORCA input:
```
! RIJCOSX wB97M-V def2-TZVPD def2/J DEFGRID3
* xyz 2 7
Gd -3.87201 2.38873 15.82162
C -3.07832 -0.91300 17.02303
C -3.19994 0.08031 18.18277
N -2.64433 1.42277 17.96958
C -1.14356 1.38187 17.78417
C -0.64022 2.35372 16.67799
N -1.30362 2.17617 15.40240
C -0.94458 0.98327 14.61614
C -1.40119 -0.34505 15.25179
N -2.81800 -0.28395 15.70077
H -2.26534 -1.59272 17.31878
H -4.01153 -1.50939 17.02862
H -4.26472 0.19129 18.50411
H -2.72136 -0.56109 18.98079
H -2.83313 2.00618 18.80700
H -0.63806 1.71818 18.70333
H -0.84244 0.34458 17.59864
H -0.77419 3.40376 16.99014
H 0.48530 2.14866 16.56861
H -1.06975 2.96972 14.83435
H -1.38018 1.06073 13.60342
H 0.12913 0.90228 14.42819
H -1.29180 -1.04225 14.37140
H -0.71005 -0.60968 16.06574
H -3.34107 -0.87577 15.02163
O -2.96806 4.38677 16.76510
S -3.75808 4.45847 18.10167
O -3.09434 3.96145 19.30238
N -4.92371 3.41781 17.57551
C -5.89141 2.79961 18.36293
C -6.29958 3.16758 19.63588
C -7.54590 2.78337 20.12202
C -8.44026 2.07946 19.37044
C -8.01314 1.52319 18.11632
C -8.78555 0.73617 17.25386
C -8.27431 0.29373 16.03437
C -6.94109 0.57227 15.73087
N -6.15446 1.27483 16.54456
C -6.69432 1.84636 17.64605
C -4.43874 6.09409 18.11017
C -5.48394 6.38623 17.22089
C -6.16480 7.61204 17.36608
C -5.92195 8.48051 18.42331
C -4.78283 8.24111 19.21169
C -4.12937 7.00414 19.16191
H -5.60340 3.79073 20.22889
H -7.79862 3.07500 21.09984
H -9.44048 1.86574 19.82400
H -9.81184 0.55809 17.62129
H -8.84713 -0.32383 15.34851
H -6.52713 0.33684 14.76044
H -5.80826 5.66831 16.48986
H -6.81497 7.84160 16.57763
H -6.70519 9.13426 18.74240
H -4.42710 9.02639 19.83951
H -3.36530 6.66828 19.89076
F -5.25955 3.69017 14.29564
As -4.44862 3.23442 12.65167
F -4.45482 4.87089 12.21473
F -2.98301 3.52003 13.57557
F -3.55636 2.51354 11.34409
F -4.37224 1.53687 13.60078
F -5.96245 2.84018 11.94036
*
```

---

Question: Which value of molar mass does entry 1 give?
Answer: 339.43 g/mol